The following is a DFT calculation (ωB97M-V/def2-TZVPD) of C46H48AsBr2N5O4SSi2W as an isolated structure at a distorted geometry.

The geometry in XYZ format:
```
110
Properties=species:S:1:pos:R:3:forces:R:3
W 0.109265 0.460289 0.392175 2.4231 0.7345 1.1947
C -3.574767 -4.333475 3.818015 0.0115 0.0254 0.0279
O -3.831660 -4.523043 2.436994 0.0936 0.0920 -0.1764
C -3.144533 -3.752436 1.566819 -0.1844 -0.1749 -0.0144
C -3.429249 -4.025722 0.197363 0.1161 0.1266 0.1221
C -2.762605 -3.333687 -0.758287 -0.0178 0.0094 0.0399
C -1.813682 -2.322880 -0.432381 0.1359 0.1834 -0.0882
C -0.957899 -1.780148 -1.417088 0.5939 0.2331 0.2094
C -1.012083 -2.285682 -2.832445 0.1079 0.1250 0.0870
O -0.023455 -0.950485 -1.155987 -1.0198 -0.3971 -0.4265
C -1.590870 -2.013997 0.936261 0.0299 0.4048 0.4843
O -0.799417 -1.069470 1.344458 -0.3155 -0.9916 0.0332
C -2.251501 -2.781028 1.932323 0.1479 0.1696 -0.1454
H -4.178383 -5.073026 4.336375 0.0174 0.0262 0.0230
H -3.869285 -3.328218 4.130131 0.0255 -0.0348 0.0310
H -2.516346 -4.494520 4.038277 -0.0425 0.0058 0.0385
H -4.157520 -4.786840 -0.037034 -0.0219 -0.0328 -0.0197
H -2.960986 -3.554594 -1.797132 -0.0041 -0.0005 -0.0511
H -0.913370 -3.370073 -2.872573 0.0197 -0.0273 0.0446
H -0.219510 -1.821839 -3.413408 -0.0314 -0.0038 0.0150
H -1.973987 -2.021282 -3.275168 0.0349 -0.0030 -0.0173
H -2.032105 -2.535035 2.960933 -0.0028 -0.0169 -0.0182
Br -3.982616 2.714048 2.761827 -0.0372 0.0169 -0.0854
C -2.424245 2.091405 3.613361 0.1007 -0.0238 -0.1001
C -2.333027 2.240392 5.010534 0.0655 -0.0234 0.0262
C -1.203535 1.880537 5.685759 -0.0140 0.0086 -0.1179
Br -1.121786 2.115150 7.562382 -0.0264 -0.0001 0.0259
C -0.087420 1.365642 4.980477 0.1491 -0.0784 0.1876
C 1.157660 1.016351 5.557201 -0.0349 0.0249 -0.0168
C 2.173518 0.577867 4.758101 -0.2019 0.0303 -0.2204
C 1.960827 0.466593 3.365828 -0.4715 0.1393 0.2225
N 0.809062 0.764860 2.802621 0.0694 -0.0747 -0.2349
C -0.208164 1.209408 3.591578 0.2154 -0.1411 -0.3283
C -1.387998 1.555330 2.864089 -0.0376 -0.1720 -0.1065
O -1.389067 1.414128 1.566366 -0.0015 -0.0323 0.1560
H -3.175966 2.660719 5.539887 -0.0090 -0.0050 0.0244
H 1.288969 1.116508 6.625828 0.0161 -0.0114 0.0095
H 3.139753 0.312852 5.162005 0.0171 0.0025 0.0357
H 2.750495 0.131974 2.717577 -0.0674 0.0333 0.0605
N 3.029862 2.655414 -2.143935 -0.2007 -0.3724 0.0803
C 3.310939 1.440045 -2.738712 0.0769 0.0114 0.0117
C 4.278261 1.101017 -3.679638 -0.0620 0.0363 0.0500
C 4.332102 -0.218795 -4.062331 -0.0124 -0.0794 -0.0023
C 3.453511 -1.166231 -3.514782 0.0585 0.0179 -0.0619
C 2.500845 -0.825177 -2.582189 -0.0833 0.0665 0.0959
C 2.414743 0.513082 -2.186553 -0.0667 0.2605 0.0068
N 1.596386 1.183914 -1.259180 0.2624 0.0348 0.0275
C 2.013268 2.434923 -1.280802 -0.1443 -0.1078 0.1406
C 1.469205 3.389145 -0.342093 0.1472 0.1737 -0.0087
C 1.584632 4.748919 -0.280191 -0.1002 -0.4429 0.0540
S 0.749221 5.316130 1.093123 0.0015 -0.1481 -0.0272
C 0.312619 3.721080 1.501123 0.1290 -0.1297 -0.2897
N 0.751629 2.808408 0.672559 -0.3754 -0.0928 0.1112
H 3.526547 3.518365 -2.268682 -0.0067 0.0115 0.0072
H 4.960993 1.837554 -4.079562 0.0131 0.0315 -0.0120
H 5.070662 -0.535849 -4.785292 0.0188 -0.0035 -0.0241
H 3.540904 -2.199277 -3.822499 -0.0031 -0.0305 -0.0011
H 1.862823 -1.569250 -2.140535 -0.0146 -0.0009 0.0230
H 2.069124 5.414647 -0.970260 0.0575 0.0535 -0.0572
H -0.298701 3.513195 2.361485 -0.0346 0.0135 0.0364
C -4.813603 2.601282 -1.025826 -0.0121 -0.0525 -0.1353
Si -3.726392 1.070223 -1.069347 0.0428 -0.1729 -0.1161
C -4.143931 -0.008899 0.416170 0.0241 0.1038 0.0520
C -4.318446 0.063227 -2.555915 -0.1016 0.0232 0.0448
As -1.467659 1.691001 -1.179093 -0.9611 0.6471 -0.5744
Si -1.276079 2.020362 -3.468290 -0.0403 -0.0205 -0.0160
C -1.359695 0.585448 -4.688879 0.0049 0.0863 -0.0208
C -2.664037 3.226589 -3.897000 0.0783 -0.0309 -0.0625
C 0.308719 2.912697 -3.955902 -0.0134 0.0368 0.1276
H -5.859652 2.286124 -0.996771 -0.0684 0.0290 0.0316
H -4.675288 3.226884 -1.907068 0.0075 -0.0081 -0.0414
H -4.608572 3.213534 -0.153402 0.0448 0.0679 0.1602
H -5.096765 0.311335 0.843730 -0.0438 -0.0009 -0.0155
H -3.395578 0.051440 1.202799 0.0341 0.0036 0.0126
H -4.246133 -1.048119 0.104260 0.0013 -0.0840 -0.0020
H -5.379246 -0.153929 -2.400424 -0.0477 -0.0566 -0.0283
H -3.795781 -0.891391 -2.626821 0.0342 -0.0581 0.0478
H -4.226019 0.568978 -3.514797 0.0357 0.0910 -0.0526
H -2.173514 -0.111002 -4.505157 -0.0750 -0.0103 0.0373
H -0.421385 0.030138 -4.699430 0.0558 -0.0262 0.0117
H -1.501722 1.008589 -5.687112 0.0126 -0.0093 -0.0632
H -3.628485 2.748975 -4.060237 -0.0509 -0.0840 -0.0088
H -2.385011 3.739531 -4.820867 -0.0532 0.0277 -0.0629
H -2.795621 3.977876 -3.118963 0.0677 0.0341 0.0329
H 1.186934 2.279901 -3.841538 0.0059 -0.0305 -0.0419
H 0.448755 3.826806 -3.374563 0.0145 0.0148 0.0190
H 0.244608 3.191760 -5.008973 -0.0351 0.0219 -0.0859
C 1.733215 -4.826878 2.044566 0.0011 -0.0114 -0.0145
C 1.237113 -4.479766 0.800679 0.0044 0.0109 0.0078
C 1.341299 -3.174952 0.337945 0.0313 0.0649 -0.0189
C 1.904381 -2.156946 1.108286 -0.0902 -0.1084 -0.0110
C 2.454772 -2.548227 2.338151 -0.0610 0.0790 -0.0536
C 2.366156 -3.848275 2.799052 0.0153 -0.0637 0.0459
N 1.957341 -0.792044 0.694075 -0.3955 -0.0972 -0.0717
C 3.268208 -0.335257 0.544600 0.0377 -0.0376 -0.1047
C 3.629511 0.993546 0.809336 -0.0694 0.1304 -0.0244
C 4.917951 1.457789 0.597522 0.0134 0.0578 -0.0175
C 5.911972 0.613396 0.131545 0.0127 -0.0695 -0.0043
C 5.585228 -0.718350 -0.104179 0.0478 0.0661 -0.0066
C 4.300776 -1.183308 0.097706 -0.0410 -0.0366 0.0312
H 1.654099 -5.841895 2.408956 -0.0018 -0.0268 0.0139
H 0.774304 -5.226643 0.167711 -0.0077 -0.0338 -0.0054
H 1.004896 -2.954030 -0.657844 -0.0660 0.0326 -0.0833
H 2.981363 -1.824409 2.941342 0.0040 0.0172 0.0316
H 2.797587 -4.098993 3.760262 0.0070 -0.0076 0.0143
H 2.879216 1.665568 1.206021 0.0201 0.0128 -0.0797
H 5.144662 2.495118 0.817084 0.0152 0.0232 0.0133
H 6.918714 0.973651 -0.027248 0.0342 0.0139 -0.0101
H 6.339962 -1.406468 -0.463640 0.0321 -0.0057 -0.0113
H 4.074738 -2.219821 -0.117605 -0.0150 -0.0028 0.0170
```
Positions in Å, forces in eV/Å.

The calculation puts the energy relative to the best compared isomer or geometry (same formula, charge and spin) at 11.71 kcal/mol. The total energy is -10784.671206 Eh. Its charge is 0.



The following is a DFT calculation (ωB97M-V/def2-TZVPD) of C7H8CeCl2O4Yb as an isolated structure at a distorted geometry.

The geometry in XYZ format:
```
23
Properties=species:S:1:pos:R:3:forces:R:3
Yb 4.944286 -2.337659 0.076053 1.8876 -0.7655 0.8015
Ce 1.136722 -0.736988 1.152571 -0.7997 -2.8939 3.7389
Cl 4.928646 -1.851205 2.421932 -1.5068 0.4898 -0.9479
Cl 2.201841 -2.346332 -0.714901 0.9983 0.4323 0.5951
C 0.348632 0.847316 -0.285410 -6.2541 8.0856 -7.4242
C 7.285007 -2.920084 1.393080 2.9465 -1.6197 0.9948
C 7.592577 -2.694459 -0.907174 3.1490 -0.3649 -1.2934
O -0.308269 1.569383 -0.961321 4.6798 -4.9859 4.6732
O 8.338448 -3.245425 1.674135 -3.0792 1.0007 0.0184
O 8.716859 -2.888649 -0.931872 -3.6070 0.7034 -0.5122
C -3.085920 0.641439 2.364099 -0.4256 -0.1589 -1.1327
C -3.568111 -0.574276 1.461950 0.9350 -0.0407 -0.0840
C -2.313881 -1.095485 0.719924 0.9218 0.8218 -0.0641
O -1.162805 -0.566089 1.719279 2.5140 -1.7481 -1.7867
C -1.585904 0.522577 2.564226 -0.0573 0.5011 0.8977
H -3.269078 1.586685 1.871349 -0.3153 0.1351 -0.2314
H -3.663601 0.653903 3.277759 0.1441 -0.0771 0.3299
H -4.271964 -0.219093 0.706143 -0.0988 -0.1179 0.1999
H -4.025624 -1.359158 2.074455 0.1466 0.1659 -0.2417
H -2.052386 -2.184075 0.554754 -0.8289 1.0921 0.6430
H -2.046665 -0.537178 -0.229471 -0.7533 -0.5095 0.9816
H -0.981592 1.390757 2.239692 -0.5643 0.1885 0.0874
H -1.317536 0.323576 3.609644 -0.0325 -0.3339 -0.2430
```
Positions in Å, forces in eV/Å.

As for the spin multiplicity: 3. The calculation puts the energy relative to the best compared isomer or geometry (same formula, charge and spin) at 6.57 kcal/mol. The total energy is -3124.970117 Eh. Its charge is +4.



The following is a DFT calculation (ωB97M-V/def2-TZVPD) of C25H56BCl18InNO2 as an isolated structure at a distorted geometry.

The geometry in XYZ format:
```
104
Properties=species:S:1:pos:R:3:forces:R:3
C 3.801060 -4.144096 -1.674068 0.4719 0.2141 0.7625
C 3.592917 -2.714840 -1.237884 -0.2435 0.0379 -0.2809
O 4.218249 -1.824514 -2.143918 -0.0233 0.1761 0.1052
C 3.431801 -0.657817 -2.386520 0.1949 -0.3013 -0.3138
C 2.389538 -0.919721 -3.461083 -0.2220 0.5481 -0.2739
C 1.138814 -0.043835 -3.384142 0.2368 -0.3621 0.4963
C 0.247747 -0.334286 -2.144712 -0.5650 0.2013 -1.3376
C -1.195220 -0.625191 -2.573003 -0.2078 -0.1862 1.2153
In -2.681212 -0.915527 -0.871229 0.1826 -0.0679 -0.2155
B -4.460561 -2.075516 -1.811523 0.7732 -0.0638 0.0354
N -5.078314 -1.509449 -3.036429 -0.5602 0.2529 0.6307
O -4.980747 -3.267350 -1.254634 -0.0436 -0.2505 -0.9186
H 4.870371 -4.331666 -1.729811 0.1414 -0.1441 -0.3231
H 3.424857 -4.782653 -0.878505 -0.2378 -0.2682 -0.0544
H 3.310687 -4.355636 -2.614451 -0.0459 -0.0713 -0.1893
H 2.519323 -2.526494 -1.180476 -0.0839 0.1777 0.0302
H 4.006623 -2.541875 -0.241434 0.0162 -0.0572 0.1758
H 3.003393 -0.271526 -1.459884 -0.1625 -0.1044 0.1414
H 4.124049 0.089802 -2.764533 0.1542 0.1912 0.0693
H 2.079899 -1.962103 -3.472791 0.0062 -0.2406 0.2605
H 2.862854 -0.736450 -4.425508 0.1625 -0.1642 -0.1699
H 1.422861 1.006213 -3.437273 -0.0701 0.1005 0.0273
H 0.554935 -0.272252 -4.269757 -0.1776 0.1304 -0.2207
H 0.227825 0.539238 -1.499141 0.2856 -0.0863 0.4391
H 0.632835 -1.219094 -1.642787 0.1271 0.0774 0.4667
H -1.228515 -1.561626 -3.126521 0.0155 -0.0846 -0.3617
H -1.587785 0.183078 -3.183392 -0.0308 0.1135 -0.2696
H -1.925877 -1.765085 0.520107 0.0992 -0.0418 -0.0995
H -3.294263 0.634645 -0.270940 0.1529 -0.0617 -0.1532
H -6.098097 -1.509948 -3.010829 0.2620 -0.4184 -0.2725
H -4.740902 -1.981951 -3.868696 -0.0580 0.0732 -0.0249
H -4.242981 -3.903095 -1.292953 -0.3528 0.4679 0.6850
Cl -5.300554 0.591490 2.044954 0.0234 0.0681 0.1579
C -5.819069 2.262247 2.378529 -0.1356 -0.1191 0.0023
C -5.980007 3.049043 1.102498 0.0018 0.1882 0.0610
Cl -4.421154 3.397413 0.320888 0.0198 0.0558 0.0057
H -5.102486 2.732053 3.048418 0.0948 -0.0744 -0.0482
H -6.779069 2.191982 2.890437 -0.0288 0.0764 -0.0475
H -6.445778 4.012141 1.312307 -0.0351 -0.0299 0.0478
H -6.598737 2.512074 0.392857 0.1390 -0.0236 0.0032
Cl 3.953521 -5.380183 2.662006 0.0055 -0.0772 -0.0534
C 4.077437 -3.615232 2.903461 0.1079 0.1845 0.1210
C 2.788658 -3.016595 3.402764 -0.1281 0.0118 -0.0458
Cl 1.498495 -3.069485 2.179141 -0.0088 -0.0079 -0.0253
H 4.380844 -3.172432 1.958358 -0.0600 -0.0736 -0.0548
H 4.867530 -3.450953 3.634873 -0.0367 -0.0513 0.0478
H 2.947740 -1.969245 3.653008 0.0657 0.0076 -0.0475
H 2.431481 -3.531166 4.290216 0.0162 -0.0241 -0.0023
Cl 3.124773 5.213831 -3.003226 -0.0133 -0.0483 -0.0133
C 4.281865 3.893198 -2.688467 0.0169 -0.0363 0.1250
C 4.728485 3.198451 -3.948918 0.0674 -0.0664 -0.0324
Cl 3.409469 2.270384 -4.706607 0.1019 0.1273 -0.1034
H 3.806137 3.192942 -2.005928 -0.0628 0.0102 -0.0257
H 5.140729 4.337613 -2.187667 0.0272 0.0131 -0.0595
H 5.520113 2.488496 -3.711255 -0.0319 -0.0143 0.0575
H 5.105397 3.906671 -4.678671 -0.0400 0.0495 -0.0166
Cl -7.209258 1.082377 -6.202146 0.0261 -0.0149 -0.0597
C -7.513032 -0.624120 -6.612691 0.0157 -0.0809 -0.1097
C -8.680291 -1.189364 -5.844822 -0.0500 -0.0327 -0.0299
Cl -8.316724 -1.346204 -4.110138 -0.2925 0.0505 -0.0150
H -6.601787 -1.183660 -6.417294 0.0202 0.0589 0.0906
H -7.724922 -0.662104 -7.680234 -0.0347 0.0222 0.0075
H -8.917050 -2.187064 -6.211261 0.0653 -0.0086 -0.0139
H -9.562002 -0.562121 -5.951529 0.0170 0.0400 0.0373
Cl 7.261614 8.786886 -7.242480 0.0236 0.0124 0.0107
C 6.847353 7.094190 -7.616883 0.0068 -0.0710 -0.0841
C 5.646591 6.615310 -6.842655 -0.0873 -0.0775 -0.0449
Cl 5.980725 6.470575 -5.098910 0.0772 0.1024 -0.0043
H 7.721373 6.482687 -7.408797 0.0134 0.0329 0.0617
H 6.635297 7.046926 -8.683669 -0.0423 0.0217 0.0066
H 5.356348 5.626065 -7.193873 0.0354 -0.0085 -0.0065
H 4.800649 7.286584 -6.963749 0.0220 0.0439 0.0459
Cl 3.619044 -5.025780 6.446453 0.0548 0.1144 0.0749
C 3.151810 -6.719182 6.156125 -0.0084 -0.1356 -0.1359
C 1.908250 -7.100562 6.915394 -0.0623 -0.0247 -0.0784
Cl 2.182947 -7.152100 8.678298 -0.0084 0.0209 0.0290
H 3.994917 -7.349496 6.426590 0.0113 0.0412 0.0721
H 2.975047 -6.816502 5.085775 -0.0353 0.0655 0.0003
H 1.587548 -8.095881 6.613895 0.0414 -0.0175 0.0072
H 1.098021 -6.401849 6.724532 0.0209 0.0407 0.0395
Cl 2.842447 -1.090252 6.434871 -0.0160 0.0452 -0.0076
C 3.203694 -1.221643 8.175179 0.1185 0.0008 0.0735
C 2.140714 -1.988872 8.917921 0.0549 -0.0959 0.0481
Cl 0.593621 -1.104943 8.983504 -0.0224 0.0437 -0.0138
H 3.321109 -0.214435 8.566730 -0.0654 0.0489 0.0021
H 4.157260 -1.739449 8.266281 -0.0272 -0.0613 -0.0218
H 2.459164 -2.150998 9.946182 0.0149 0.0493 0.0057
H 1.953594 -2.955499 8.456386 -0.0311 0.0279 -0.0538
Cl -7.500845 4.570871 -2.718946 0.0084 0.0553 0.0290
C -7.789770 2.838721 -3.032824 0.0269 -0.1033 -0.0596
C -9.053009 2.352001 -2.369500 0.0021 -0.1071 -0.1536
Cl -8.903034 2.327267 -0.592711 -0.2761 -0.0107 -0.0245
H -6.918807 2.284170 -2.690135 0.0128 0.0317 0.0400
H -7.873814 2.717439 -4.111354 -0.0497 0.0217 0.0777
H -9.258874 1.329988 -2.684475 0.0864 -0.0232 0.0097
H -9.906688 2.974556 -2.625738 0.0318 0.0725 0.0625
Cl 2.682215 4.289130 6.566349 0.0291 0.0024 -0.0055
C 1.691021 3.028068 7.343407 -0.0550 -0.0675 -0.0184
C 1.646608 3.188978 8.841315 -0.1659 -0.0533 0.0008
Cl 3.228596 2.858304 9.599260 0.0342 -0.0204 0.0288
H 2.095526 2.059418 7.058703 0.0407 0.0127 0.0017
H 0.685253 3.115046 6.936663 -0.0089 0.0284 0.0210
H 0.937649 2.479146 9.264487 0.0372 -0.0615 -0.0347
H 1.345153 4.193153 9.127292 0.0859 0.0341 -0.0234
```
Positions in Å, forces in eV/Å.

The total energy is -9689.839888 Eh. Its charge is -1.